10 unconnected molecules or ions with the total composition C52H46F8N2, computed with ωB97M-V/def2-TZVPD.

Results
SMILES string: Fc1ccccc1.Fc1ccccc1.Fc1ccccc1.Fc1ccccc1.Fc1ccccc1.Fc1ccccc1.Fc1ccccc1.Fc1ccccc1.CC#N.CC#N
Spin multiplicity: 1
Gap between HOMO and LUMO, eV: 9.1

Each line ends with the Löwdin charge.
Geometry (Å):
F  7.020  -33.903  -6.548  0.082
C  6.092  -34.840  -6.369  -0.289
C  5.956  -35.859  -7.277  -0.023
C  5.028  -36.881  -7.084  -0.081
C  4.207  -36.876  -5.959  -0.074
C  4.381  -35.850  -5.027  -0.093
C  5.323  -34.868  -5.210  -0.054
H  6.510  -35.811  -8.209  0.117
H  4.904  -37.629  -7.854  0.100
H  3.413  -37.605  -5.888  0.099
H  3.797  -35.835  -4.113  0.106
H  5.458  -34.103  -4.453  0.079
F  6.126  -38.494  -2.459  0.077
C  5.039  -37.909  -1.964  -0.298
C  3.839  -38.576  -2.117  -0.024
C  2.670  -38.046  -1.603  -0.083
C  2.736  -36.859  -0.885  -0.101
C  3.949  -36.202  -0.682  -0.094
C  5.103  -36.718  -1.258  0.005
H  3.758  -39.532  -2.621  0.118
H  1.681  -38.479  -1.674  0.104
H  1.859  -36.343  -0.508  0.104
H  3.942  -35.281  -0.117  0.074
H  6.055  -36.199  -1.248  0.104
F  7.089  -34.291  0.564  0.068
C  7.604  -33.163  1.069  -0.290
C  7.333  -31.927  0.509  -0.040
C  7.876  -30.795  1.113  -0.072
C  8.578  -30.864  2.315  -0.086
C  8.830  -32.112  2.875  -0.084
C  8.308  -33.232  2.261  -0.023
H  6.782  -31.819  -0.417  0.086
H  7.727  -29.808  0.694  0.093
H  9.019  -29.975  2.746  0.099
H  9.404  -32.199  3.787  0.103
H  8.328  -34.208  2.739  0.119
F  3.133  -33.837  -4.880  0.004
C  3.100  -33.013  -5.951  -0.280
C  2.265  -33.345  -7.011  -0.015
C  2.204  -32.484  -8.100  -0.086
C  2.922  -31.293  -8.092  -0.095
C  3.789  -31.008  -7.051  -0.070
C  3.881  -31.878  -5.969  -0.008
H  1.714  -34.275  -7.029  0.118
H  1.575  -32.761  -8.936  0.102
H  2.987  -30.635  -8.951  0.102
H  4.441  -30.149  -7.120  0.108
H  4.643  -31.730  -5.212  0.108
F  -3.586  -29.789  0.639  0.060
C  -2.288  -30.124  0.568  -0.294
C  -1.928  -31.074  -0.361  -0.018
C  -0.582  -31.368  -0.578  -0.075
C  0.362  -30.745  0.240  -0.092
C  -0.010  -29.756  1.149  -0.079
C  -1.342  -29.408  1.274  -0.016
H  -2.683  -31.530  -0.989  0.115
H  -0.226  -32.138  -1.246  0.084
H  1.372  -31.127  0.150  0.076
H  0.788  -29.201  1.624  0.094
H  -1.630  -28.585  1.916  0.118
F  9.038  -32.554  -1.752  0.056
C  9.050  -33.884  -1.971  -0.290
C  8.078  -34.405  -2.808  -0.030
C  8.088  -35.745  -3.087  -0.092
C  9.109  -36.557  -2.597  -0.086
C  10.095  -36.030  -1.766  -0.074
C  10.070  -34.659  -1.479  -0.020
H  7.330  -33.708  -3.165  0.068
H  7.338  -36.115  -3.777  0.097
H  9.195  -37.595  -2.895  0.101
H  10.866  -36.645  -1.328  0.100
H  10.873  -34.273  -0.862  0.116
F  3.610  -33.859  1.389  0.036
C  3.525  -32.673  2.042  -0.267
C  2.805  -32.586  3.209  -0.015
C  2.648  -31.348  3.847  -0.071
C  3.175  -30.222  3.230  -0.097
C  3.880  -30.327  2.036  -0.070
C  4.047  -31.549  1.411  -0.017
H  2.446  -33.489  3.687  0.117
H  2.113  -31.355  4.785  0.104
H  2.988  -29.289  3.749  0.104
H  4.337  -29.435  1.628  0.095
H  4.629  -31.588  0.501  0.093
F  6.414  -27.007  0.245  0.062
C  5.398  -27.586  -0.410  -0.300
C  4.086  -27.262  -0.064  -0.031
C  3.044  -27.990  -0.605  -0.095
C  3.305  -28.979  -1.536  -0.096
C  4.604  -29.295  -1.909  -0.068
C  5.658  -28.590  -1.316  -0.016
H  3.896  -26.346  0.484  0.118
H  2.034  -27.688  -0.361  0.105
H  2.476  -29.523  -1.976  0.100
H  4.757  -30.093  -2.618  0.076
H  6.704  -28.772  -1.538  0.120
C  -1.455  -32.285  -5.892  -0.065
C  -0.510  -31.876  -4.870  -0.261
N  0.259  -31.599  -4.066  0.157
H  -2.413  -31.781  -5.764  0.084
H  -1.637  -33.357  -5.911  0.085
H  -1.063  -32.012  -6.873  0.080
C  3.012  -33.186  -1.916  -0.028
C  4.385  -32.848  -2.274  -0.231
N  5.461  -32.626  -2.575  0.186
H  2.972  -34.220  -1.578  0.051
H  2.316  -32.887  -2.697  0.059
H  2.651  -32.660  -1.024  0.065

A molecular structure, C52H47ClFeN6O4P2, computed with ωB97M-V/def2-TZVPD.

Results
Spin multiplicity: 6
Charge: +1
Gap between HOMO and LUMO (spin up / spin down), eV: 7.6 / 6.7

Each line ends with the Löwdin charge.
Geometry (Å):
Fe  -9.177  1.796  17.501  0.774
C  -13.468  -3.078  14.942  -0.043
C  -12.967  -2.047  15.922  -0.250
C  -13.860  -1.158  16.452  -0.038
C  -13.531  -0.241  17.400  -0.013
C  -12.255  -0.259  17.932  -0.186
N  -11.808  0.688  18.919  0.144
C  -12.393  0.861  20.027  -0.198
C  -13.489  -0.005  20.499  -0.006
C  -14.105  0.105  21.668  -0.014
C  -13.752  1.176  22.599  -0.254
C  -14.497  1.296  23.902  -0.033
C  -12.799  2.048  22.234  0.011
C  -11.960  2.037  20.959  -0.177
N  -10.321  3.224  20.154  -0.053
C  -9.373  4.207  20.303  -0.136
C  -8.027  4.021  20.298  -0.055
C  -7.406  2.798  19.809  -0.203
N  -7.923  2.222  18.853  0.099
C  -11.299  -1.118  17.375  -0.150
C  -11.649  -2.011  16.388  0.032
N  -10.078  -1.289  18.099  -0.070
C  -9.871  -2.369  18.854  -0.051
C  -8.906  -2.122  19.783  -0.008
C  -8.552  -0.784  19.490  -0.131
N  -9.267  -0.285  18.485  0.011
H  -14.445  -2.820  14.506  0.081
H  -13.542  -4.055  15.396  0.076
H  -12.763  -3.210  14.059  0.105
H  -14.879  -1.195  16.123  0.118
H  -14.273  0.473  17.738  0.112
H  -13.780  -0.805  19.831  0.112
H  -14.838  -0.632  21.922  0.117
H  -15.556  1.478  23.720  0.086
H  -14.093  2.129  24.457  0.076
H  -14.439  0.389  24.498  0.087
H  -12.652  2.890  22.896  0.097
H  -9.739  5.243  20.470  0.114
H  -7.357  4.847  20.519  0.110
H  -6.485  2.447  20.214  0.123
H  -10.920  -2.651  15.947  0.128
H  -10.511  -3.230  18.708  0.143
H  -8.440  -2.765  20.477  0.094
H  -7.808  -0.179  19.984  0.101
O  -7.985  1.349  15.929  -0.585
Cl  -7.847  -0.081  15.272  0.980
O  -9.270  -0.408  14.936  -0.476
O  -11.076  1.768  15.458  -0.078
O  -7.350  -0.969  16.294  -0.423
C  -10.391  5.770  17.014  -0.292
N  -11.107  5.929  18.255  -0.173
C  -12.468  5.355  18.218  -0.351
P  -12.375  3.560  18.444  1.114
C  -14.148  3.192  18.430  -0.364
C  -14.668  3.113  17.139  -0.114
C  -16.033  2.852  16.962  -0.071
C  -16.845  2.544  18.036  -0.079
C  -16.315  2.514  19.308  -0.073
C  -15.005  2.853  19.488  -0.082
C  -11.805  3.485  20.241  -0.386
C  -12.121  4.585  21.199  -0.058
C  -11.509  4.837  22.371  -0.072
C  -10.479  4.011  23.036  -0.078
C  -10.054  2.836  22.562  -0.030
C  -10.435  2.195  21.243  -0.153
C  -11.061  7.325  18.705  -0.227
C  -9.946  7.763  19.394  -0.042
C  -9.913  9.040  19.872  -0.076
C  -10.959  9.911  19.642  -0.075
C  -12.075  9.480  18.936  -0.068
C  -12.116  8.190  18.465  -0.031
P  -9.551  4.157  16.586  1.068
C  -10.199  3.936  14.893  -0.304
C  -10.884  2.766  14.498  -0.292
C  -11.348  2.594  13.184  -0.001
C  -11.101  3.567  12.232  -0.071
C  -10.408  4.705  12.592  -0.076
C  -10.022  4.911  13.916  -0.084
C  -7.813  4.720  16.374  -0.359
C  -7.228  5.597  17.317  -0.086
C  -5.833  5.766  17.331  -0.071
C  -5.085  5.151  16.357  -0.102
C  -5.639  4.331  15.425  -0.071
C  -7.009  4.093  15.434  -0.101
H  -9.630  6.501  17.019  0.071
H  -11.066  5.965  16.188  0.093
H  -12.953  5.509  17.239  0.098
H  -13.069  5.823  18.981  0.078
H  -14.091  3.320  16.278  0.089
H  -16.491  2.873  15.967  0.114
H  -17.882  2.383  17.842  0.102
H  -16.897  2.289  20.177  0.107
H  -14.619  2.872  20.492  0.095
H  -12.870  5.295  20.873  0.106
H  -11.946  5.611  23.019  0.121
H  -10.169  4.285  24.057  0.120
H  -9.397  2.269  23.229  0.119
H  -9.840  1.286  21.032  0.136
H  -9.142  7.150  19.657  0.079
H  -9.065  9.344  20.451  0.107
H  -10.955  10.926  20.046  0.112
H  -12.908  10.154  18.748  0.113
H  -12.963  7.867  17.878  0.115
H  -10.579  0.943  15.175  0.069
H  -11.854  1.672  12.926  0.123
H  -11.424  3.462  11.192  0.119
H  -10.187  5.459  11.837  0.112
H  -9.534  5.837  14.216  0.116
H  -7.884  6.156  17.989  0.080
H  -5.387  6.400  18.085  0.106
H  -3.994  5.315  16.310  0.121
H  -5.004  3.838  14.689  0.118
H  -7.412  3.353  14.758  0.093

A molecular structure, C52H47N4NaOSi, computed with ωB97M-V/def2-TZVPD.

Results
Spin multiplicity: 1
Charge: -2
Gap between HOMO and LUMO (spin up / spin down), eV: 3.8 / 3.7

Each line ends with the Löwdin charge.
Geometry (Å):
Na  -0.843  0.035  0.531  0.212
C  -3.422  -2.074  -6.422  -0.131
C  -4.331  -1.610  -5.482  -0.114
C  -3.900  -1.149  -4.247  -0.055
C  -2.538  -1.121  -3.911  -0.179
C  -1.640  -1.634  -4.863  -0.026
C  -2.069  -2.089  -6.095  -0.104
C  -2.019  -0.621  -2.630  -0.078
C  -1.087  -1.539  -1.958  -0.207
C  -1.345  -2.881  -1.758  -0.031
C  -0.277  -3.421  -1.012  -0.077
C  0.628  -2.405  -0.760  -0.214
C  1.849  -2.453  0.076  -0.106
C  2.897  -3.387  -0.226  -0.185
C  2.749  -4.459  -1.150  -0.071
C  3.755  -5.373  -1.391  -0.132
C  4.990  -5.280  -0.753  -0.156
C  5.196  -4.197  0.097  -0.131
C  4.199  -3.273  0.338  -0.077
C  1.835  -1.684  1.275  -0.251
N  1.052  -0.601  1.470  0.070
C  1.304  -0.129  2.747  -0.257
C  0.736  0.977  3.370  -0.074
C  1.301  1.336  4.699  -0.193
C  0.563  1.300  5.880  -0.045
C  1.141  1.626  7.099  -0.104
C  2.473  2.006  7.166  -0.124
C  3.222  2.060  5.996  -0.100
C  2.641  1.733  4.782  -0.035
C  -0.251  1.868  2.842  -0.282
C  -0.939  2.895  3.541  -0.065
C  -1.709  3.554  2.601  -0.094
C  -1.431  2.946  1.344  -0.272
N  -0.589  1.911  1.513  0.089
C  -1.972  3.394  0.046  -0.062
C  -2.404  2.442  -0.899  -0.225
C  -3.360  2.648  -1.984  -0.042
C  -3.381  1.521  -2.726  -0.013
C  -2.444  0.591  -2.100  -0.242
N  -1.932  1.167  -0.968  0.070
C  -1.945  4.822  -0.262  -0.141
C  -2.419  5.387  -1.473  -0.053
C  -2.400  6.749  -1.719  -0.127
C  -1.851  7.640  -0.808  -0.148
C  -1.262  7.110  0.334  -0.121
C  -1.290  5.752  0.589  -0.046
C  2.237  -1.025  3.402  -0.032
C  2.570  -1.979  2.498  -0.039
N  0.129  -1.264  -1.356  -0.042
H  -3.759  -2.430  -7.389  0.082
H  -5.392  -1.621  -5.711  0.089
H  -4.626  -0.830  -3.511  0.108
H  -0.586  -1.640  -4.614  0.098
H  -1.345  -2.453  -6.816  0.092
H  -2.231  -3.394  -2.099  0.105
H  -0.186  -4.438  -0.661  0.104
H  1.814  -4.562  -1.682  0.085
H  3.585  -6.178  -2.099  0.086
H  5.769  -6.014  -0.923  0.071
H  6.170  -4.065  0.558  0.086
H  4.427  -2.407  0.944  0.092
H  -0.474  0.989  5.842  0.114
H  0.548  1.572  8.006  0.090
H  2.925  2.253  8.119  0.085
H  4.262  2.361  6.031  0.091
H  3.220  1.774  3.869  0.122
H  -0.888  3.118  4.597  0.079
H  -2.396  4.368  2.780  0.090
H  -4.020  3.491  -2.112  0.090
H  -3.975  1.348  -3.607  0.087
H  -2.781  4.748  -2.259  0.066
H  -2.798  7.123  -2.657  0.087
H  -1.844  8.707  -0.999  0.076
H  -0.750  7.765  1.032  0.088
H  -0.775  5.381  1.459  0.092
H  2.571  -0.960  4.426  0.099
H  3.185  -2.845  2.683  0.091
C  -2.482  -3.209  2.999  -0.153
C  -3.205  -1.979  3.573  -0.149
C  -2.932  -0.877  2.524  -0.171
O  -2.273  -1.506  1.432  -0.155
C  -1.516  -2.570  2.008  -0.178
H  -3.182  -3.858  2.469  0.106
H  -1.968  -3.796  3.760  0.105
H  -2.784  -1.693  4.538  0.101
H  -4.273  -2.157  3.710  0.096
H  -2.292  -0.092  2.947  0.116
H  -3.842  -0.412  2.143  0.125
H  -0.639  -2.173  2.536  0.123
H  -1.184  -3.223  1.211  0.104
C  3.989  0.174  -1.887  -0.172
Si  2.356  -0.196  -2.769  0.569
C  2.521  -1.852  -3.657  -0.153
C  2.172  1.123  -4.128  -0.192
C  0.902  -0.047  -1.556  -0.157
H  4.812  0.263  -2.602  0.020
H  4.233  -0.622  -1.180  0.016
H  3.919  1.112  -1.330  0.029
H  3.218  -1.765  -4.495  0.025
H  1.564  -2.207  -4.050  0.018
H  2.901  -2.618  -2.981  0.011
H  3.053  1.127  -4.775  0.016
H  2.068  2.120  -3.692  0.025
H  1.294  0.941  -4.753  0.020
H  1.282  0.277  -0.584  0.080
H  0.219  0.729  -1.902  0.088

A molecular structure, C52H48N3O3P2Pt, computed with ωB97M-V/def2-TZVPD.

Results
Spin multiplicity: 1
Charge: +1
Gap between HOMO and LUMO, eV: 6.1

Each line ends with the Löwdin charge.
Geometry (Å):
Pt  0.150  0.258  -0.312  1.330
C  -0.788  1.710  2.649  -0.206
P  -0.410  2.428  1.000  1.102
C  -1.296  4.021  0.908  -0.337
C  -0.663  5.169  1.392  -0.064
C  -1.350  6.371  1.423  -0.056
C  -2.662  6.442  0.975  -0.060
C  -3.295  5.302  0.505  -0.056
C  -2.617  4.093  0.479  -0.091
C  1.331  3.036  1.019  -0.393
C  1.826  3.532  -0.188  -0.110
C  3.115  4.028  -0.272  -0.058
C  3.932  4.037  0.852  -0.058
C  3.446  3.557  2.056  -0.061
C  2.151  3.061  2.141  -0.086
C  -0.949  0.224  2.561  -0.410
C  -1.359  -0.702  3.494  -0.035
C  -1.083  -1.990  2.960  -0.025
C  -0.531  -1.794  1.716  -0.386
C  0.208  -2.687  0.761  -0.223
P  -0.107  -2.047  -0.912  1.073
C  1.068  -2.723  -2.090  -0.320
C  0.654  -3.460  -3.204  -0.068
C  1.597  -3.986  -4.069  -0.060
C  2.951  -3.782  -3.833  -0.055
C  3.362  -3.050  -2.732  -0.046
C  2.426  -2.513  -1.863  -0.077
C  -1.734  -2.666  -1.406  -0.329
C  -2.410  -3.545  -0.557  -0.068
C  -3.601  -4.130  -0.960  -0.056
C  -4.147  -3.826  -2.195  -0.053
C  -3.494  -2.939  -3.039  -0.047
C  -2.294  -2.369  -2.650  -0.107
N  -0.511  -0.447  1.458  -0.195
H  -1.675  2.194  3.062  0.106
H  0.050  1.958  3.300  0.079
H  0.364  5.132  1.727  0.105
H  -0.855  7.258  1.795  0.113
H  -3.190  7.385  1.000  0.112
H  -4.320  5.348  0.162  0.111
H  -3.123  3.209  0.137  0.072
H  1.191  3.540  -1.065  0.083
H  3.484  4.406  -1.217  0.112
H  4.943  4.415  0.787  0.112
H  4.077  3.549  2.936  0.115
H  1.808  2.687  3.094  0.100
H  -1.726  -0.479  4.482  0.112
H  -1.207  -2.937  3.458  0.109
H  -0.051  -3.740  0.849  0.103
H  1.291  -2.603  0.902  0.098
H  -0.393  -3.647  -3.387  0.094
H  1.275  -4.563  -4.925  0.111
H  3.684  -4.199  -4.511  0.113
H  4.414  -2.880  -2.543  0.118
H  2.769  -1.908  -1.034  0.077
H  -2.026  -3.781  0.423  0.099
H  -4.105  -4.818  -0.295  0.118
H  -5.081  -4.278  -2.501  0.115
H  -3.909  -2.705  -4.010  0.115
H  -1.767  -1.735  -3.347  0.092
C  -1.047  3.687  -2.722  -0.063
C  -2.286  3.009  -3.309  -0.179
C  -3.182  2.290  -2.302  -0.159
C  -4.467  2.816  -2.210  -0.048
C  -5.378  2.366  -1.276  -0.058
C  -4.998  1.368  -0.404  -0.034
C  -3.736  0.780  -0.455  -0.154
C  -3.421  -0.273  0.574  -0.192
C  -4.594  -1.143  1.016  -0.073
C  -2.823  1.225  -1.426  -0.164
N  -1.488  0.675  -1.577  -0.066
C  -1.134  0.479  -2.831  -0.166
C  0.203  0.402  -3.166  -0.343
C  0.945  0.374  -4.360  0.001
C  2.256  0.600  -3.991  -0.038
C  2.287  0.750  -2.588  -0.103
N  1.057  0.634  -2.100  -0.116
H  -0.607  4.360  -3.458  0.089
H  -0.281  2.962  -2.450  0.039
H  -1.304  4.274  -1.842  0.067
H  -1.987  2.371  -4.140  0.100
H  -2.908  3.776  -3.769  0.108
H  -4.740  3.625  -2.875  0.116
H  -6.366  2.803  -1.217  0.114
H  -5.704  1.023  0.336  0.108
H  -3.012  0.213  1.463  0.103
H  -2.631  -0.914  0.200  0.060
H  -5.058  -1.645  0.167  0.078
H  -5.363  -0.577  1.537  0.069
H  -4.233  -1.902  1.711  0.077
H  -1.906  0.452  -3.586  0.142
H  0.551  0.239  -5.354  0.116
H  3.115  0.667  -4.637  0.106
H  3.139  0.921  -1.955  0.103
O  1.970  -0.102  3.438  0.061
C  3.274  0.206  3.245  -0.266
C  4.032  0.476  4.383  -0.006
C  5.363  0.827  4.264  -0.068
C  5.968  0.903  3.011  -0.081
C  5.223  0.614  1.888  -0.022
C  3.871  0.275  1.980  -0.081
C  3.149  0.011  0.706  -0.509
O  3.744  -0.218  -0.326  0.039
O  1.834  0.003  0.844  -0.230
H  1.555  -0.223  2.561  0.061
H  3.553  0.399  5.349  0.122
H  5.937  1.037  5.157  0.109
H  7.010  1.176  2.921  0.104
H  5.667  0.650  0.902  0.121

So what do the calculations give for energy relative to the best compared isomer or geometry (same formula, charge and spin)? Going down the list: 0.0 0.0 11.0 34.2 kcal/mol.